Below is a cluster of 16 separate species, C34H100N14O16 in total in a non-equilibrium geometry, with properties calculated with ωB97M-V with the def2-TZVPD basis set.

## Properties
LUMO, eV: 0.1
Orbital gap, eV: 8.91
Relative energy (zero: lowest compared OMol25 entry of this formula, charge and spin), kJ/mol: 0.0
Net charge: 0

Geometry as XYZ:
```
164
Properties=species:S:1:pos:R:3:forces:R:3
C -0.83419 -0.70836 4.30468 1.5723 0.6047 -0.0532
C -1.01254 -1.78575 3.25273 -1.3615 -0.5682 1.8751
C -0.86152 -3.19572 3.87295 0.5085 0.3488 -0.6940
O -2.40828 -1.63576 2.94424 0.3431 -0.5682 -1.1138
H 0.21537 -0.43471 4.41254 0.3158 -0.1780 0.3039
H -1.22381 -1.00368 5.27889 -0.1203 -0.0682 -0.1596
H -1.29289 0.23269 4.00119 -0.3022 -0.0616 -0.0708
H -0.35951 -1.70492 2.38376 -0.1189 0.3608 -0.1408
H -1.83389 -3.62444 4.11545 0.0403 0.2319 0.2631
H -0.19924 -3.14668 4.73729 -0.1825 -0.1686 0.1010
H -0.38464 -3.85832 3.15070 0.0596 -0.1972 -0.0352
H -2.42519 -0.72975 2.62727 -0.6797 0.1856 -0.3578
C 3.97817 -0.00949 5.26654 0.6599 -0.5682 -1.8202
C 3.23904 0.73691 6.32752 -0.6376 -0.8978 0.7576
C 2.42434 -0.38626 7.15604 0.4346 1.6444 -0.1212
O 4.21348 1.56697 6.98605 -0.9314 -0.5259 0.5659
H 4.25928 0.55752 4.37908 -0.1904 0.5213 0.0895
H 3.48822 -0.89425 4.86004 -0.3793 -0.0061 0.2138
H 4.94726 -0.36935 5.61216 0.0002 -0.0763 0.5107
H 2.50977 1.47385 5.99108 0.0146 -0.2372 -0.4409
H 3.11285 -1.01308 7.72275 -0.0844 -0.0639 0.0246
H 1.81691 -0.99559 6.48683 0.4526 -0.0820 -0.3703
H 1.65708 0.03994 7.80239 0.3997 0.2663 0.4162
H 4.86911 0.97099 7.35558 0.2334 0.0137 0.1425
C -8.12375 -1.35965 2.67232 -0.7072 -0.1052 -0.8247
C -7.87850 -1.43945 1.13741 -0.5167 -0.2090 1.4221
C -6.50802 -1.91272 0.68055 -0.5391 0.6251 -0.4408
O -8.87151 -2.33503 0.58687 0.4568 0.6105 0.1266
H -7.54736 -0.59402 3.19161 0.4752 -0.3165 -0.1405
H -8.10351 -2.33458 3.15935 0.5106 0.0104 -0.0064
H -9.15547 -1.02958 2.79362 -0.1623 0.0133 -0.0881
H -8.14165 -0.44319 0.78199 0.4141 0.2661 -0.2844
H -6.43119 -2.97944 0.89107 0.4529 0.1828 0.3498
H -5.71119 -1.26032 1.03767 0.1788 -0.4426 0.4609
H -6.46301 -1.80804 -0.40348 -0.0421 -0.1171 -0.2352
H -8.86308 -2.04485 -0.32818 -0.4715 -0.5034 -0.3446
C 5.41430 -2.44644 -0.50927 -1.1225 -0.6166 -0.1012
C 5.62077 -3.38480 -1.77989 0.3589 0.4263 3.3912
C 4.32381 -3.94050 -2.32564 -0.0717 -0.0066 -1.3032
O 6.39125 -2.61321 -2.65981 -0.2052 0.1277 -1.8387
H 4.72054 -1.66612 -0.82214 0.1933 0.3276 -0.2721
H 6.25725 -1.96889 -0.00980 0.5467 -0.1664 -0.7413
H 4.87702 -2.86793 0.34031 -0.1137 -0.7813 -0.1579
H 6.22907 -4.26381 -1.56682 -0.0271 -0.1120 0.5136
H 3.47798 -3.27770 -2.50828 0.2550 0.5424 0.2273
H 3.90542 -4.77338 -1.76053 0.4315 0.0883 0.3779
H 4.58554 -4.34775 -3.30224 -0.1418 -0.1805 -0.1850
H 7.32553 -2.63762 -2.44042 -0.0623 -0.2955 0.2364
C -3.27492 3.59041 1.49798 -0.4224 -1.0403 0.1918
C -4.14614 2.75095 2.47254 -0.6777 1.1005 0.0877
C -4.85471 1.58469 1.79656 0.7520 -1.4306 0.3332
O -3.40167 2.21212 3.53266 0.7518 -1.5833 0.5338
H -3.88204 3.99452 0.68792 0.0161 0.2783 0.1337
H -2.57265 2.89781 1.03406 0.0183 -0.2150 -0.1205
H -2.63558 4.34275 1.95986 -0.4581 0.2380 0.2539
H -4.93940 3.28597 2.99464 -0.0769 0.9545 -0.4762
H -4.07565 1.03063 1.27293 -0.1462 -0.0586 -0.6305
H -5.77858 1.69889 1.22952 0.3387 0.8679 -0.4273
H -5.18240 0.83131 2.51290 0.1127 0.2804 0.6863
H -2.66061 2.71903 3.87247 -0.1894 0.5150 -0.4655
C -1.89879 -3.29501 -6.30492 0.8824 0.4217 -0.2114
C -0.74219 -2.69983 -5.42212 -1.8539 -1.1185 1.8984
C -1.13067 -2.78797 -3.90455 0.3728 -0.5075 -1.4532
O 0.38250 -3.52737 -5.51413 1.5007 -0.0722 -0.8887
H -1.53236 -3.47326 -7.31588 0.1569 0.0811 -0.0865
H -2.83340 -2.74868 -6.43194 0.1885 0.4241 0.4109
H -2.17365 -4.27529 -5.91555 0.0575 -0.1043 0.2579
H -0.41234 -1.67021 -5.56064 -0.1208 -0.1477 -0.7753
H -2.12027 -2.35728 -3.75194 0.2684 0.3460 0.6960
H -0.25884 -2.49074 -3.32174 -0.5545 0.9248 0.1793
H -1.16008 -3.84631 -3.64545 -0.5077 -0.2447 -0.2556
H 0.14528 -4.45438 -5.59140 -0.3161 0.0440 0.0009
C 1.36602 -6.31402 0.76221 1.2274 0.1880 -0.4516
C 0.04807 -7.06439 0.71349 -0.0290 2.1288 -0.0892
C 0.26537 -8.40556 0.16556 0.5322 -1.0207 -0.0268
O -0.47164 -7.16899 2.01344 -0.5224 -0.6077 0.9166
H 1.91987 -6.35445 -0.17572 -0.3195 -0.0144 -0.4642
H 2.07453 -6.80167 1.43177 -0.2659 -0.1792 0.4349
H 1.37487 -5.25601 1.02417 -0.6041 0.0625 0.1755
H -0.67209 -6.52627 0.09712 0.0938 0.1381 -0.0765
H 1.14522 -8.76021 0.70239 -0.0709 -0.7408 -0.1008
H 0.51989 -8.34844 -0.89276 -0.1096 -0.0890 -0.0111
H -0.59429 -9.05461 0.33234 0.1167 -0.0556 -0.0726
H -0.61093 -6.29794 2.39221 0.0700 0.1230 -0.0992
C 3.22962 2.28413 2.09645 1.5429 1.6435 -0.5624
C 4.77663 2.47017 1.84025 -1.1009 -2.7182 -0.4140
C 5.25244 1.82410 0.58143 -0.3666 -0.8965 -0.0880
O 5.13395 3.77286 1.85660 0.0730 2.8279 0.7709
H 2.79903 1.29396 1.94727 0.4175 -0.1144 0.5459
H 2.72403 2.93870 1.38651 -0.2007 0.1470 -0.0224
H 3.17178 2.75002 3.08017 -0.9466 -0.4749 0.1891
H 5.26589 1.93357 2.65313 0.1975 0.0296 0.3729
H 6.33772 1.72404 0.59749 0.0129 -0.0257 -0.2310
H 4.92138 2.34651 -0.31611 0.0246 0.0235 -0.1155
H 4.78015 0.84187 0.59771 0.3512 -0.3027 -0.5045
H 5.63414 4.04616 1.08412 -0.0034 -0.2297 -0.0401
C 1.13122 -0.76694 -0.78788 -0.6584 1.6132 1.2298
C 0.14276 0.04928 0.11773 -1.6936 0.2082 -2.5427
C 0.09383 1.60242 -0.20195 0.4065 -0.2116 0.0672
O -1.26987 -0.41178 -0.06549 1.6045 1.6084 1.0613
H 0.93866 -0.63325 -1.85237 0.0726 -0.1161 0.0277
H 1.18741 -1.80919 -0.47379 -0.1804 0.0238 -0.1747
H 2.03657 -0.25455 -0.46246 0.7136 -0.3232 -0.6462
H 0.54881 -0.10369 1.11764 -0.6464 0.1338 0.4517
H 1.07435 2.07765 -0.23087 0.3405 -0.2881 0.6506
H -0.52307 2.18894 0.47889 0.1603 -0.3901 0.6577
H -0.30075 1.98439 -1.14350 -0.3928 -1.1841 -0.6691
H -1.27302 -1.32452 -0.36297 0.1528 -0.7797 -0.1375
C -1.84616 -4.01423 -0.50678 0.8248 1.0346 -0.8773
O -1.27110 -3.01816 -0.88905 1.2848 1.4533 -0.3421
N -2.36017 -4.10210 0.68782 -1.1699 0.1917 3.5091
N -1.89686 -5.09033 -1.24197 -0.8706 -3.3294 -2.3923
H -1.93660 -3.46943 1.35146 -0.8132 0.2476 0.1146
H -3.03151 -4.77898 1.02135 0.4224 0.0157 -0.1875
H -1.45086 -5.14559 -2.14647 -0.2877 0.4781 0.2079
H -2.60739 -5.78525 -1.06212 0.3347 -0.0450 0.0329
C -3.72619 6.63782 -2.15996 0.7474 -0.7124 1.1423
O -4.09705 6.24526 -3.21895 -1.2502 -0.5655 -2.5562
N -2.94665 5.90458 -1.36442 1.8977 -1.8481 1.6720
N -4.07500 7.75787 -1.54852 -1.0219 2.5937 0.2251
H -2.47923 6.30572 -0.56398 -0.1580 -0.2631 -0.1885
H -2.69726 4.95607 -1.60576 0.2494 0.2666 -0.3189
H -4.53209 8.43672 -2.14041 0.1669 0.1722 0.4253
H -3.57140 8.03112 -0.71676 -0.3871 0.3313 -0.3502
C 2.48207 7.26015 1.28767 1.4365 -3.9557 -0.2226
O 2.09785 7.95240 2.14069 -1.2959 4.1842 4.6103
N 3.38326 6.27610 1.48355 2.4101 0.0921 1.2648
N 1.93331 7.17333 0.14553 -3.4058 0.4496 -4.6816
H 3.35144 5.35223 1.07667 0.1129 0.4572 0.3108
H 3.85570 6.50594 2.34614 0.3818 -1.2157 -0.0137
H 0.97760 7.49949 0.16394 0.3022 0.2277 -0.7011
H 2.32183 6.69035 -0.65190 -0.0431 0.1775 -0.1302
C 4.97487 0.49471 -3.42439 -1.5804 2.6577 -0.0774
O 4.58017 1.67732 -3.38059 0.6615 -0.5681 0.0453
N 4.14355 -0.48165 -3.75135 -1.8625 -1.2473 -0.3843
N 6.18488 0.05813 -3.18919 3.2185 -0.0658 0.7083
H 4.39031 -1.45207 -3.61908 -0.2841 0.2751 -0.2953
H 3.19983 -0.17411 -3.93818 -0.2049 -0.5033 -0.0186
H 6.96541 0.67810 -3.02642 -0.5118 0.0237 0.0450
H 6.31014 -0.93601 -3.06231 0.1685 0.2016 -0.0929
C -3.74659 2.38187 -2.18257 0.8467 2.4265 0.6132
O -2.72223 2.70955 -2.74186 1.6201 0.6566 -1.5906
N -4.71249 3.19326 -1.93305 -4.0478 4.2653 -0.8534
N -3.83962 1.38164 -1.40591 1.5352 -6.4226 2.1097
H -4.50863 4.17445 -2.05876 -0.8280 -0.0088 -0.5668
H -5.50794 2.89255 -1.38813 0.3131 0.5045 -0.1143
H -4.62110 1.15703 -0.80679 0.5423 0.2557 -0.1379
H -2.89120 1.15011 -1.14710 -0.1627 -1.4807 0.4914
C 0.03639 1.00751 -4.47079 0.8483 -0.8584 0.4410
O 0.82622 0.11737 -4.58829 2.7057 -2.2691 -0.7912
N 0.28524 2.27182 -4.61850 2.9884 5.4502 -1.2858
N -1.14502 0.86176 -4.03773 -6.0620 -1.6147 1.6307
H 1.19759 2.55914 -4.94280 -0.0283 -0.3068 -0.0444
H -0.37321 3.03722 -4.59200 -0.2806 -0.6114 -0.0003
H -1.55574 -0.03530 -3.82164 0.4376 0.0996 -0.0651
H -1.71401 1.67138 -3.83556 -0.2449 -0.2617 0.2554
C 2.21719 4.98859 -2.17642 0.1228 1.2949 -1.2876
O 2.76274 6.06731 -2.20844 1.2133 1.5943 0.4017
N 1.06398 4.74624 -2.70999 -3.9365 0.6547 -1.7731
N 2.66506 3.87898 -1.72812 3.7063 -3.1355 3.2140
H 0.88984 3.75389 -2.78081 -1.1789 0.6476 -0.9386
H 0.75030 5.49165 -3.31502 -0.5962 -0.6589 -0.2015
H 2.18461 3.00706 -1.89846 0.8449 0.0316 0.2954
H 3.56696 3.95110 -1.27927 -0.0614 -0.8332 -0.1970
```
Positions in Å, forces in eV/Å.

Löwdin atomic charge list, values in e, 4 entries: -0.05, -0.46, -0.04, -0.07